54
Properties=species:S:1:pos:R:3:mulliken_charge:R:1 method="wB97M-V/def2-TZVPD" gap_ev=1.83 e_lumo_ev=-10.195 charge=+2
O -0.057 -2.657 1.480 -0.52
C -1.123 -1.827 0.864 0.17
C -0.496 -0.489 0.080 -0.30
O 0.353 0.335 0.955 -0.32
C 0.961 1.471 0.208 -0.23
O 1.773 1.041 -0.947 -0.24
C 1.376 1.722 -2.189 -0.52
P 0.036 0.758 -3.208 0.04
H -0.384 -3.611 1.311 0.35
H -1.598 -2.492 -0.003 0.35
H -1.995 -1.559 1.596 -0.20
H 0.065 -0.932 -0.864 0.10
H -1.437 0.121 -0.313 0.35
H 1.727 1.975 0.972 0.17
H 0.179 2.323 -0.044 0.38
H 2.340 1.724 -2.889 0.28
H 1.085 2.845 -2.033 0.41
H 0.595 -0.584 -3.385 0.22
H -1.182 0.641 -2.432 0.19
H -0.200 1.447 -4.452 0.31
F -1.178 1.441 -6.018 -0.78
Cl 1.905 -1.204 1.895 -0.23
C 4.992 3.265 0.620 -1.32
C 4.350 3.772 -0.659 -0.19
O 4.777 5.113 -0.953 -0.32
C 6.042 5.240 -1.461 0.35
O 6.797 4.291 -1.665 -0.52
C 6.366 6.701 -1.762 0.85
F 6.070 7.531 -0.720 -0.22
F 5.666 7.171 -2.834 -0.21
F 7.683 6.907 -2.047 -0.21
H 4.788 3.950 1.449 0.32
H 4.616 2.272 0.876 0.31
H 6.081 3.203 0.524 0.62
H 3.262 3.806 -0.529 0.26
H 4.551 3.109 -1.508 0.46
O -4.072 -1.065 2.359 -0.74
V -3.705 0.413 3.233 1.63
O -3.337 1.892 4.107 -0.69
O -2.603 -4.414 0.745 -0.55
C -3.708 -4.866 1.029 0.76
O -4.811 -4.444 0.370 -0.37
C -6.118 -5.034 0.500 -0.41
C -6.856 -4.457 1.692 -0.92
C -3.871 -5.826 2.172 -1.08
H -6.056 -6.125 0.529 0.38
H -6.664 -4.780 -0.415 0.31
H -6.339 -4.674 2.630 0.27
H -7.869 -4.866 1.754 0.37
H -6.920 -3.367 1.612 0.26
H -3.924 -5.264 3.108 0.25
H -2.998 -6.487 2.196 0.34
H -4.740 -6.474 2.084 0.35
Ca 5.805 1.016 0.379 1.67